(1)
Here is C27H70F2N3O19Rb2S2 as an isolated structure at a distorted geometry from the OMol25 dataset. Energies are from ωB97M-V/def2-TZVPD.

As for the net charge: +1.

Cartesian coordinates (Å):
Rb: 5.06590 -0.40132 -1.39023
Rb: 1.09940 1.98790 -4.76088
N: 0.80455 -0.01205 0.18972
S: 1.83203 1.06299 0.53050
O: 1.29955 2.35857 0.93391
O: 3.08505 1.04130 -0.11153
F: 2.18901 0.34457 1.92017
S: 0.34693 0.71462 -1.22901
O: 1.32955 0.76004 -2.34519
O: -0.46164 1.89295 -1.11212
F: -0.67555 -0.42538 -1.71078
C: -0.10588 2.50455 4.27698
O: 0.73252 2.80690 5.40289
C: 1.71622 1.83741 5.69311
C: 2.97090 2.14399 4.86631
N: 3.36240 3.41934 5.29318
C: 4.60928 3.76605 4.62414
C: 4.92360 5.20702 4.96164
O: 6.30678 5.43184 4.54928
C: 7.19902 5.22185 5.53737
H: 0.35039 2.11826 3.36555
H: -0.53626 3.46558 3.99541
H: -0.87070 1.76460 4.51284
H: 1.36069 0.84438 5.41816
H: 1.90984 1.75003 6.76221
H: 2.87584 2.12268 3.78067
H: 3.74151 1.40333 5.08006
H: 2.65203 4.08161 5.01592
H: 4.48780 3.68711 3.54382
H: 5.31254 2.97296 4.87818
H: 4.69746 5.39728 6.01081
H: 4.53329 5.96379 4.28116
H: 8.13523 5.69901 5.24768
H: 7.49140 4.17782 5.64969
H: 6.89249 5.82541 6.39169
C: -2.70624 -5.42109 -0.04824
C: -3.64104 -4.71875 -1.10066
C: -4.17252 -3.39941 -0.41982
C: -4.73617 -2.32511 -1.39937
C: -3.88992 -2.06504 -2.50414
C: -3.37796 -3.32261 -3.28214
N: -2.93693 -4.44239 -2.45249
O: -2.56772 -5.54792 -3.22885
C: -4.54853 -3.81576 -4.07824
C: -2.21994 -2.90731 -4.18797
C: -4.85426 -5.65267 -1.27487
H: -1.73001 -4.94862 0.06064
H: -2.50647 -6.45891 -0.31494
H: -3.08595 -5.38343 0.97279
H: -4.99336 -3.64522 0.25390
H: -3.34980 -2.92838 0.11810
H: -5.08070 -1.46231 -0.82930
H: -5.60438 -2.85402 -1.79250
H: -3.08397 -1.43650 -2.12532
H: -4.41488 -1.37838 -3.16823
H: -4.27689 -4.51374 -4.87016
H: -5.45918 -4.04485 -3.52477
H: -4.79057 -3.06904 -4.83449
H: -1.34725 -2.65931 -3.58380
H: -2.02004 -3.67592 -4.93454
H: -2.44705 -1.99067 -4.73230
H: -5.17458 -6.18714 -0.38052
H: -4.54703 -6.37868 -2.02762
H: -5.83195 -5.28314 -1.58416
H: -1.64418 -5.40270 -3.44701
C: 0.60625 6.72374 1.18231
C: -0.72756 5.89786 1.09941
O: -0.51551 4.53489 1.53922
O: 1.50613 5.99360 0.28628
H: 0.93003 6.75491 2.22265
H: 0.55221 7.74536 0.80617
H: -1.03709 6.01209 0.06054
H: -1.34146 6.51109 1.75908
H: 0.43339 4.43994 1.42887
H: 2.39427 6.33434 0.41555
C: 0.07823 -2.76424 1.97741
C: -1.16473 -1.99623 2.02753
O: -1.03144 -0.59288 1.91404
O: 0.81213 -2.50072 0.70706
H: -0.11822 -3.83160 1.87619
H: 0.67398 -2.57371 2.87009
H: -1.71941 -2.39840 2.87529
H: -1.60290 -2.32729 1.08598
H: -0.46008 -0.31886 1.19289
H: 0.92923 -1.55021 0.64064
C: -3.38884 3.39891 0.20257
C: -3.07851 1.96941 0.62568
O: -3.29051 1.06148 -0.50784
O: -3.27796 4.39201 1.22685
H: -4.41492 3.41565 -0.16483
H: -2.76698 3.62979 -0.66235
H: -3.77121 1.63772 1.39915
H: -2.05044 1.83415 0.96162
H: -3.32023 0.16758 -0.15906
H: -2.36379 4.51115 1.49462
C: 4.13670 -3.31051 1.75549
C: 5.59865 -3.31225 1.14305
O: 5.63878 -3.13010 -0.24818
O: 3.54581 -2.23588 1.15521
H: 4.02699 -3.35556 2.83902
H: 3.52583 -4.14107 1.40178
H: 6.11044 -4.25260 1.34775
H: 6.22157 -2.57079 1.64336
H: 5.26552 -3.93557 -0.61356
H: 2.59286 -2.30951 1.06543
C: -2.68415 0.92858 -4.16650
C: -2.94246 1.23013 -5.65789
O: -1.78207 1.36358 -6.59871
O: -1.99505 2.02095 -3.72885
H: -2.03390 0.05438 -4.13400
H: -3.53883 0.79462 -3.50342
H: -3.51106 2.12303 -5.91775
H: -3.51729 0.40316 -6.07478
H: -2.13203 1.59083 -7.46328
H: -1.84721 1.83094 -2.79953
C: 2.51460 -2.07008 -4.76674
C: 1.83673 -2.79511 -3.58715
O: 2.42675 -2.22441 -2.38909
O: 2.41359 -0.67717 -4.76712
H: 1.96262 -2.56995 -5.56270
H: 3.58415 -2.27983 -4.77944
H: 2.02343 -3.86888 -3.60343
H: 0.75315 -2.72924 -3.68515
H: 1.65493 -1.93654 -1.89611
H: 3.05336 -0.36451 -4.12327

(2)
Here is a 9-piece molecular cluster, C27H70O11 overall at a distorted geometry from the OMol25 dataset. Energies are from ωB97M-V/def2-TZVPD.

As for the energy above the lowest of the compared OMol25 structures with the same formula, charge and spin: 61.6 kcal per mole.

Cartesian coordinates (Å):
C: 0.29494 -2.57073 1.96859
C: 0.96928 -1.20975 1.37207
C: 2.08066 -1.68816 0.31316
C: -0.18660 -0.28002 0.76653
C: -0.52718 0.95351 1.76318
C: -1.90536 0.78316 2.55229
O: -1.95498 -0.48097 3.29942
C: -3.25036 -1.05521 3.12266
O: -4.14247 -0.70505 3.93141
C: -3.47221 -2.07925 1.91919
C: -4.97412 -2.62402 1.98757
C: -6.09745 -1.56474 1.56436
C: -5.70026 -0.61824 0.33876
O: -5.06904 -1.29264 -0.77574
H: -0.50006 -2.92686 1.23770
H: 1.11332 -3.34902 2.15371
H: -0.12973 -2.26027 2.99099
H: 1.49279 -0.70287 2.24726
H: 2.03426 -1.16190 -0.69440
H: 3.10437 -1.55290 0.82794
H: 1.94971 -2.81973 0.13657
H: 0.04425 0.17033 -0.25270
H: -1.14390 -0.90636 0.67313
H: -0.54094 1.93821 1.16327
H: 0.30137 1.05505 2.54620
H: -2.82963 0.92665 1.89183
H: -1.94079 1.61596 3.35055
H: -3.19691 -1.63776 0.89616
H: -2.77038 -2.97023 2.13208
H: -5.17650 -2.88969 3.09176
H: -5.07147 -3.62607 1.42463
H: -7.04796 -2.15016 1.33416
H: -6.27324 -0.87466 2.46847
H: -6.67943 -0.13625 -0.03609
H: -5.05668 0.23006 0.74058
H: -5.27782 -2.24647 -0.72071
C: 6.89517 -0.31426 1.75837
C: 5.82374 -1.23391 2.30989
O: 5.13679 -1.88503 1.24527
H: 6.45405 0.43609 1.09747
H: 7.42559 0.19518 2.56580
H: 7.61958 -0.87792 1.16215
H: 5.09084 -0.66481 2.88593
H: 6.26069 -1.99586 2.96359
H: 5.78853 -2.39331 0.74584
C: -8.96908 3.00692 -1.06804
C: -9.05414 2.44924 0.33907
O: -7.75385 2.13314 0.82314
H: -8.49633 2.28479 -1.73867
H: -9.96255 3.24816 -1.45340
H: -8.35455 3.91167 -1.08913
H: -9.65011 1.53444 0.35224
H: -9.51638 3.17232 1.01849
H: -7.23490 2.94766 0.81756
C: 7.78815 4.30921 -0.07495
C: 7.78590 2.82305 0.22504
O: 6.47020 2.29608 0.09329
H: 7.11416 4.83824 0.60370
H: 8.79248 4.72711 0.02861
H: 7.43126 4.49957 -1.09145
H: 8.12191 2.63880 1.24725
H: 8.45046 2.28559 -0.45895
H: 6.18246 2.45388 -0.81530
C: 0.02139 -3.52194 5.86516
C: 1.00971 -4.50093 5.26247
O: 2.33802 -4.01805 5.42610
H: 0.11495 -2.54169 5.39087
H: -1.00481 -3.87670 5.74194
H: 0.21875 -3.38025 6.93187
H: 0.82318 -4.62298 4.19381
H: 0.93016 -5.48255 5.74094
H: 2.49811 -3.92093 6.37341
C: -4.08229 -0.16456 -3.96482
C: -2.81265 -0.90856 -4.32740
O: -1.68099 -0.25428 -3.76442
H: -4.04038 0.86625 -4.32753
H: -4.95854 -0.65496 -4.39605
H: -4.20510 -0.11560 -2.87949
H: -2.68168 -0.93666 -5.41153
H: -2.84370 -1.93797 -3.95632
H: -1.79944 -0.24149 -2.80551
C: -4.67655 -0.09069 -7.99295
C: -5.76323 -1.00337 -7.45941
O: -6.42185 -1.65994 -8.53583
H: -5.10051 0.65472 -8.67041
H: -4.16372 0.42508 -7.17726
H: -3.93999 -0.66083 -8.56677
H: -6.50817 -0.42795 -6.90607
H: -5.34399 -1.76085 -6.78893
H: -5.75814 -2.17292 -9.01429
C: 11.05554 2.88058 3.53594
C: 10.13826 1.70257 3.79903
O: 9.90073 0.98425 2.59384
H: 10.61528 3.55088 2.79310
H: 11.24083 3.44407 4.45345
H: 12.01395 2.54189 3.13173
H: 9.17497 2.04630 4.18181
H: 10.57861 1.02120 4.53385
H: 10.75487 0.67537 2.26542
C: 0.84414 2.09098 -4.00848
C: 0.61690 3.03548 -5.17176
O: 0.90513 2.38017 -6.40115
H: 1.87831 1.73656 -3.99832
H: 0.63119 2.58506 -3.05698
H: 0.20541 1.20819 -4.09693
H: 1.27170 3.90579 -5.09218
H: -0.42048 3.38489 -5.19424
H: 0.31647 1.61746 -6.46907

(3)
Here is a 14-piece molecular cluster, C27H72BO21 overall at a distorted geometry from the OMol25 dataset. Energies are from ωB97M-V/def2-TZVPD.

As for the energy above the lowest of the compared OMol25 structures with the same formula, charge and spin: 0.0 kcal per mole. As for the net charge: -1.

Cartesian coordinates (Å):
O: 1.67541 2.39424 0.63954
C: 1.05511 1.39787 0.39485
O: 0.03373 1.31048 -0.43362
B: -0.48159 -0.05866 -0.43361
O: 0.55574 -0.87141 0.26603
C: 1.39948 -0.03455 0.85389
O: 2.29061 -0.31804 1.60096
O: -0.83421 -0.50057 -1.79176
C: -2.11018 -0.86318 -1.78439
O: -2.73500 -1.21499 -2.74192
C: -2.65198 -0.74767 -0.34003
O: -1.71988 -0.15047 0.36291
O: -3.71417 -1.14238 0.04801
C: -1.99667 -2.51759 2.68157
C: -2.49755 -2.80025 4.07824
C: -3.60017 -3.83681 4.11656
O: -1.38682 -3.24181 4.90282
H: -2.82428 -2.16901 2.06193
H: -1.44697 -3.32981 2.20559
H: -1.29406 -1.68023 2.74397
H: -2.83854 -1.85301 4.49823
H: -3.84609 -4.06964 5.15139
H: -3.25956 -4.74507 3.60495
H: -4.48990 -3.52304 3.56793
H: -1.20346 -4.15222 4.65281
C: 2.33911 -3.41679 -4.87418
C: 2.83434 -2.54893 -3.73118
C: 1.96419 -2.65670 -2.50416
O: 4.17808 -2.95874 -3.42531
H: 3.01374 -3.37691 -5.72758
H: 1.32173 -3.16081 -5.18154
H: 2.24809 -4.46789 -4.56932
H: 2.81217 -1.53584 -4.15363
H: 1.85168 -3.64937 -2.06736
H: 0.96551 -2.25432 -2.69781
H: 2.38404 -2.07217 -1.67818
H: 4.70648 -2.18508 -3.21455
C: 1.57352 -3.92790 1.87187
C: 2.84084 -3.90681 1.03200
O: 3.75198 -2.92015 1.52332
H: 1.21058 -2.91368 2.02594
H: 1.79765 -4.38722 2.83594
H: 0.79903 -4.52411 1.38201
H: 2.62471 -3.66228 -0.01252
H: 3.35221 -4.86884 1.05051
H: 3.22440 -2.11671 1.62951
C: 3.44240 2.56672 -2.66395
C: 1.98782 3.01808 -2.71363
O: 1.66466 3.94046 -1.67364
H: 3.59139 1.72486 -3.35607
H: 3.71029 2.08706 -1.71540
H: 4.14275 3.36500 -2.90064
H: 1.35321 2.13138 -2.68575
H: 1.86525 3.57841 -3.63899
H: 1.52365 3.42833 -0.85476
C: -1.47927 -2.80394 -5.85137
C: -3.00777 -2.76310 -5.90692
O: -3.58966 -3.25052 -4.70338
H: -1.14632 -2.26048 -4.96733
H: -1.07156 -2.36792 -6.76759
H: -1.12695 -3.83510 -5.80808
H: -3.37817 -3.44661 -6.67341
H: -3.33592 -1.74798 -6.15578
H: -3.26353 -2.69353 -3.98432
C: 1.14861 1.53134 -5.82939
C: 0.49994 0.47948 -4.96032
O: -0.78459 0.94367 -4.56532
H: 0.90221 2.55270 -5.54209
H: 0.85545 1.40188 -6.87582
H: 2.24170 1.49637 -5.84372
H: 1.11010 0.35343 -4.05598
H: 0.43035 -0.45534 -5.52073
H: -1.16323 0.25191 -4.01001
C: -0.59664 0.90583 4.02598
C: 0.37185 -0.02952 4.71302
O: -0.23601 -0.81357 5.74269
H: -1.22563 1.47330 4.70711
H: -1.18771 0.36561 3.28045
H: -0.03095 1.63854 3.43185
H: 1.18498 0.48854 5.22567
H: 0.84660 -0.67725 3.96496
H: -0.69644 -1.54968 5.31624
C: 4.05466 2.53019 3.32251
C: 4.33889 3.14958 4.66921
O: 4.99252 4.40430 4.52414
H: 3.60928 3.29285 2.68245
H: 3.48330 1.60179 3.32112
H: 4.99190 2.25606 2.82296
H: 4.94951 2.51952 5.32267
H: 3.41575 3.25938 5.26230
H: 4.33852 4.96042 4.07708
C: 1.54383 5.37410 2.63539
O: 2.83546 5.83899 2.35053
H: 0.78874 5.96803 2.11813
H: 1.40585 4.34411 2.27349
H: 1.39324 5.26346 3.70910
H: 3.20194 5.40587 1.56362
C: -5.30363 0.21121 2.91593
O: -5.73261 0.30685 1.58286
H: -6.04877 0.68110 3.55542
H: -5.23541 -0.83829 3.24193
H: -4.32931 0.68105 3.08873
H: -5.12558 -0.10624 0.95941
C: -6.84231 -2.74821 0.93527
O: -7.41946 -3.37677 2.06750
H: -7.02915 -1.67213 0.96926
H: -5.76812 -2.86111 1.07850
H: -7.15399 -3.12857 -0.03852
H: -8.30286 -3.03621 2.22196
C: -3.89693 3.07535 -0.25719
O: -3.37238 4.39218 -0.35596
H: -4.43235 2.75273 -1.15214
H: -3.10130 2.34058 -0.05800
H: -4.51480 3.02889 0.63657
H: -2.82790 4.44522 -1.14593
C: 4.93764 5.28799 -0.14465
O: 3.71338 4.60086 -0.02386
H: 4.83430 6.37946 -0.07628
H: 5.57507 4.94755 0.67079
H: 5.44357 5.09849 -1.09928
H: 3.16356 4.57011 -0.83132

(4)
Here is C27H72N10O11 as an isolated structure at a distorted geometry from the OMol25 dataset. Energies are from ωB97M-V/def2-TZVPD.

As for the energy above the lowest of the compared OMol25 structures with the same formula, charge and spin: 552.3 kcal per mole.

Cartesian coordinates (Å):
C: -0.88659 4.86822 -1.55209
O: 0.19954 4.78939 -0.56867
C: 1.26010 5.68376 -0.91006
C: 2.32233 5.89083 0.12627
N: 1.65273 5.85199 1.42780
C: 2.39866 5.18991 2.51570
C: 1.52023 4.98850 3.77950
O: 0.29142 4.56263 3.36104
C: -0.68417 4.31619 4.45338
H: -0.48502 4.59972 -2.52920
H: -1.38606 5.83439 -1.62381
H: -1.67262 4.17043 -1.26343
H: 0.88955 6.67234 -1.18121
H: 1.78846 5.23168 -1.74943
H: 2.83243 6.84699 0.00949
H: 3.03064 5.06267 0.10299
H: 0.78740 5.38728 1.19254
H: 3.23924 5.84544 2.74331
H: 2.70593 4.18439 2.22829
H: 1.31950 5.90023 4.34214
H: 1.94405 4.20037 4.40182
H: -1.65737 4.14782 3.99226
H: -0.75166 5.13238 5.17269
H: -0.38505 3.44684 5.03891
C: -1.72760 -0.72632 0.41572
O: -1.97071 -1.19875 1.75294
C: -0.95252 -1.94208 2.37031
C: -1.22388 -3.43471 1.96511
N: -2.38555 -4.00500 2.56689
C: -2.41057 -4.02892 4.01127
C: -3.88080 -4.34926 4.49291
O: -4.65526 -3.21434 3.98274
C: -6.03226 -3.30465 3.77222
H: -0.98644 0.07231 0.38466
H: -2.60396 -0.30869 -0.07997
H: -1.56428 -1.61972 -0.18701
H: -0.88168 -1.78379 3.44644
H: 0.04429 -1.60185 2.08975
H: -0.49700 -4.14171 2.36499
H: -1.19297 -3.42179 0.87564
H: -3.27278 -3.64196 2.24888
H: -2.25866 -3.01130 4.37106
H: -1.77607 -4.85264 4.33836
H: -3.94310 -4.53023 5.56597
H: -4.23159 -5.22651 3.94934
H: -6.23553 -3.98113 2.94207
H: -6.58941 -2.38080 3.61667
H: -6.42868 -3.86028 4.62207
C: -0.18007 -1.60918 -1.57298
O: 0.63298 -0.37561 -1.75575
C: -0.01951 0.78417 -2.32583
C: -0.83548 1.45206 -1.25315
N: -0.30043 1.55183 0.11740
C: 0.55249 2.75284 0.16622
C: 1.44100 2.46499 1.38574
O: 2.31431 1.42548 1.26187
C: 1.99961 0.20385 1.75138
H: -0.14472 -1.75576 -0.49346
H: 0.01034 -2.48997 -2.18622
H: -1.20005 -1.24123 -1.68414
H: -0.56432 0.59429 -3.25062
H: 0.79918 1.40623 -2.68761
H: -1.68747 0.78274 -1.13378
H: -1.19424 2.44536 -1.52284
H: 0.32906 0.76552 0.19214
H: 0.10165 3.71262 0.41854
H: 1.27601 2.84984 -0.64323
H: 0.97921 2.40034 2.37097
H: 2.14784 3.29102 1.46421
H: 2.67770 -0.45868 1.21344
H: 0.95244 -0.09108 1.68405
H: 2.12880 0.15505 2.83260
C: 0.43867 -1.25633 -4.04502
O: 0.78114 -2.65087 -4.32177
C: -0.28511 -3.56620 -4.63537
C: 0.13272 -4.97398 -5.08845
N: 1.37097 -5.20928 -4.42618
C: 2.26020 -6.19647 -4.90816
C: 3.46685 -6.28587 -4.04722
O: 4.31469 -5.10289 -4.28279
C: 5.63048 -5.20194 -3.64753
H: 1.38045 -0.77280 -3.78551
H: -0.36341 -1.26374 -3.30698
H: -0.01696 -0.81144 -4.92966
H: -0.87376 -3.13865 -5.44704
H: -0.99644 -3.60751 -3.81050
H: 0.41935 -4.85613 -6.13346
H: -0.57754 -5.80070 -5.07632
H: 1.67773 -4.36182 -3.97034
H: 2.44885 -5.80642 -5.90835
H: 1.69870 -7.11531 -5.07718
H: 3.85781 -7.30200 -4.09947
H: 3.07489 -6.08240 -3.05069
H: 6.24400 -6.09032 -3.79747
H: 5.59737 -5.05899 -2.56745
H: 6.22489 -4.51480 -4.24969
C: 4.41054 1.98133 3.29070
O: 4.33812 3.19570 3.43106
N: 3.58812 1.11329 2.82406
N: 5.47383 1.39152 3.72734
H: 3.81617 0.12940 2.81695
H: 2.80162 1.52608 2.34329
H: 6.33407 1.81359 4.04658
H: 5.59790 0.48050 3.30930
C: -3.22687 1.96174 0.25061
O: -3.26087 1.28167 -0.80610
N: -4.28773 2.47649 0.71806
N: -2.21044 2.14119 1.05030
H: -5.05094 2.42552 0.05850
H: -4.35824 2.64864 1.71077
H: -1.34118 1.77826 0.68592
H: -2.39827 2.55352 1.95296
C: -2.70714 0.28450 -2.96355
O: -2.50546 -0.25949 -4.02790
N: -3.35258 -0.21821 -2.05421
N: -2.44075 1.55794 -2.70117
H: -3.48889 0.36393 -1.24018
H: -3.75248 -1.12094 -2.26691
H: -1.91415 2.10998 -3.36300
H: -2.80390 2.08369 -1.91900

Across the entries above, calculated total energy takes the values -100909.5626; -51651.7011; -72846.5570; -66564.5716 eV, respectively.
Across the entries above, frontier orbital gap takes the values 6.632; 10.344; 9.852; 7.446 eV, respectively.